i.
22
Properties=species:S:1:pos:R:3 method="wB97M-V/def2-TZVPD" charge=+1 e_homo_ev=-13.55
Na -0.027 0.251 -0.052
O 1.859 0.820 2.079
H 2.314 0.025 2.356
H 2.476 1.527 2.266
O -2.243 0.712 1.188
H -2.816 0.475 1.917
H -2.325 1.663 1.118
O -0.329 -1.884 1.562
H -0.636 -2.786 1.466
H -0.855 -1.527 2.278
O 1.154 -0.295 -3.281
H 1.038 -1.103 -3.780
H 1.536 -0.578 -2.451
O 2.090 -0.973 -0.813
H 2.803 -0.454 -0.440
H 2.272 -1.869 -0.530
O -0.184 2.569 -0.771
H -0.695 2.826 -0.003
H -0.117 3.369 -1.293
O -2.136 -0.756 -1.121
H -2.609 -1.548 -1.375
H -2.570 -0.464 -0.319


ii.
22
Properties=species:S:1:pos:R:3 method="wB97M-V/def2-TZVPD" charge=+1 e_homo_ev=-14.89
Na 5.355 13.272 13.206
O 5.299 10.910 14.083
H 4.334 10.871 14.010
H 5.463 10.548 14.952
O 4.579 13.229 15.976
H 5.283 12.566 15.965
H 4.848 14.112 16.234
O 6.025 15.109 11.381
H 6.434 15.945 11.635
H 5.106 15.387 11.129
O 3.455 12.557 12.034
H 3.636 11.619 11.991
H 2.512 12.567 11.898
O 6.329 12.039 11.301
H 5.893 11.788 10.493
H 6.926 12.759 11.080
O 7.595 13.454 14.187
H 7.870 12.678 13.686
H 8.438 13.916 14.330
O 4.568 15.393 13.862
H 4.302 15.810 14.673
H 4.465 16.063 13.165


Relative energies with respect to the most stable structure, expressed in kJ/mol: i 6.0; ii 0.0.